# C3H2N2O2

The molecule C3H2N2O2 in a non-equilibrium geometry (ωB97M-V/def2-TZVPD, the Open Molecules 2025 dataset).

```
9
Properties=species:S:1:pos:R:3:forces:R:3
O 1.871 -1.238 -0.125 -2.6 0.2 0.2
C 0.770 -0.704 0.036 2.1 -4.9 1.3
C -0.637 -1.119 0.214 -1.6 -0.5 -2.5
N -1.382 -0.091 -0.137 -1.3 -2.4 1.6
N -0.670 0.978 -0.044 0.1 7.4 -0.1
C 0.631 0.679 0.118 4.9 6.6 -1.8
O 1.635 1.426 0.038 -3.0 -1.0 0.9
H -1.195 -2.006 0.033 0.5 -1.2 0.3
H -1.022 2.075 -0.133 0.9 -4.3 0.1
```
Positions in Å, forces in eV/Å.

- E_HOMO: -10.15 eV
- Energy above the lowest of the compared OMol25 structures with the same formula, charge and spin: 68.0 kcal/mol
- SMILES string: O=C1C=NNC1=O

Atomic partial charges in e from the natural (NBO) method, atoms 1 to 5:
1. O -0.400
2. C 0.380
3. C -0.155
4. N -0.099
5. N -0.425